Density functional theory data (wB97M-V/def2-TZVPD) for a molecular structure, C10H16NOP.

Spin multiplicity: 1
Highest occupied orbital energy (eV): -8.919
Electronic energy (hartree): -861.82145

The geometry in XYZ format:
```
29
C10H16NOP (wB97M-V/def2-TZVPD)
C 0.519 -0.364 -1.460
C 0.017 1.182 0.243
C 1.509 -1.031 -0.659
C 0.915 0.590 1.052
C -0.237 0.752 -1.048
C 1.651 -0.591 0.706
C -3.900 1.117 -1.728
C 2.622 -2.592 3.573
C -1.406 1.296 -1.764
C -2.599 0.461 -1.431
N 2.718 -1.098 1.487
O 2.111 -2.552 2.210
P 4.136 -1.358 0.690
H 0.303 -0.730 -2.456
H -0.717 1.847 0.760
H 1.760 -1.994 -1.074
H 1.057 1.128 2.089
H -4.019 1.880 -1.034
H -4.086 1.418 -2.738
H -4.697 0.381 -1.416
H 3.630 -2.924 3.667
H 1.923 -3.245 4.072
H 2.523 -1.708 4.142
H -1.577 2.244 -1.400
H -1.339 1.266 -2.826
H -2.469 -0.461 -1.985
H -2.454 0.416 -0.364
H 3.795 -2.479 -0.034
H 4.839 -2.092 1.780
```

=====

Density functional theory data (wB97M-V/def2-TZVPD) for 2 unconnected molecules or ions with the total composition C10H16O.

Spin multiplicity: 1
Highest occupied orbital energy (eV): -8.362
SMILES string: Cc1ccc(O)cc1.CCC
Electronic energy (hartree): -465.86539

The geometry in XYZ format:
```
27
C10H16O (wB97M-V/def2-TZVPD)
C 2.063 0.922 -1.991
C 0.724 0.242 -1.883
C 0.521 -1.003 -2.498
C -0.716 -1.605 -2.506
C -1.751 -1.098 -1.724
O -2.964 -1.711 -1.811
C -1.518 0.043 -0.977
C -0.320 0.737 -1.129
H 1.958 2.001 -1.847
H 2.490 0.743 -2.972
H 2.764 0.548 -1.243
H 1.356 -1.480 -2.990
H -0.871 -2.516 -3.077
H -3.582 -1.364 -1.149
H -2.250 0.431 -0.274
H -0.244 1.742 -0.729
C -1.050 0.184 2.829
C 0.420 0.213 3.199
C 1.326 0.513 2.001
H -1.226 -0.192 1.813
H -1.658 -0.507 3.415
H -1.572 1.148 2.847
H 0.751 -0.750 3.583
H 0.565 0.991 3.953
H 1.290 -0.254 1.224
H 2.360 0.524 2.352
H 1.129 1.499 1.586
```

=====

Density functional theory data (wB97M-V/def2-TZVPD) for 2 unconnected molecules or ions with the total composition C10H16O.

Spin multiplicity: 1
Highest occupied orbital energy (eV): -8.468
SMILES string: Cc1ccc(O)cc1.CCC
Electronic energy (hartree): -465.75454

The geometry in XYZ format:
```
27
C10H16O (wB97M-V/def2-TZVPD)
C -0.452 -3.183 2.703
C -0.668 -2.230 1.687
C -1.653 -1.150 1.905
C -2.033 -0.531 0.791
C -1.266 -0.596 -0.442
O -1.670 0.508 -1.290
C -0.353 -1.572 -0.578
C -0.135 -2.448 0.470
H 0.340 -2.864 3.361
H -0.052 -4.152 2.240
H -1.288 -3.421 3.331
H -1.988 -0.774 2.888
H -2.985 0.140 0.795
H -2.592 0.647 -1.175
H 0.222 -1.626 -1.463
H 0.600 -3.151 0.482
C 1.996 1.205 -1.435
C 0.787 2.278 -1.499
C 1.485 3.697 -1.588
H 2.260 1.456 -0.297
H 1.646 0.237 -1.259
H 2.682 1.323 -2.314
H -0.057 2.033 -2.108
H 0.309 2.229 -0.502
H 1.004 4.391 -0.853
H 2.335 3.512 -1.180
H 1.528 4.041 -2.671
```

=====

Density functional theory data (wB97M-V/def2-TZVPD) for 2 unconnected molecules or ions with the total composition C10H16O.

Spin multiplicity: 1
Highest occupied orbital energy (eV): -8.550
SMILES string: Cc1ccc(O)cc1.CCC
Electronic energy (hartree): -465.76496

The geometry in XYZ format:
```
27
C10H16O (wB97M-V/def2-TZVPD)
C -1.461 -2.328 -1.603
C -0.491 -1.905 -0.514
C 0.648 -2.714 -0.502
C 1.731 -2.555 0.344
C 1.638 -1.490 1.242
O 2.760 -1.324 2.124
C 0.481 -0.694 1.357
C -0.611 -1.015 0.464
H -1.463 -1.650 -2.462
H -2.526 -2.421 -1.535
H -1.173 -3.318 -1.864
H 0.759 -3.584 -1.102
H 2.586 -3.277 0.240
H 2.628 -0.397 2.771
H 0.322 0.166 1.923
H -1.389 -0.391 0.406
C -0.384 2.670 1.241
C -0.999 2.465 -0.202
C -0.053 2.785 -1.341
H 0.793 2.615 1.142
H -0.826 1.909 1.945
H -0.831 3.491 1.775
H -1.085 1.337 -0.254
H -1.899 2.969 -0.419
H 0.286 1.827 -1.883
H -0.302 3.570 -2.176
H 0.861 3.259 -1.120
```

=====

Density functional theory data (wB97M-V/def2-TZVPD) for 2 unconnected molecules or ions with the total composition C10H16O.

Spin multiplicity: 1
Highest occupied orbital energy (eV): -8.373
SMILES string: Cc1ccc(O)cc1.CCC
Electronic energy (hartree): -465.84838

The geometry in XYZ format:
```
27
C10H16O (wB97M-V/def2-TZVPD)
C 1.647 1.815 2.419
C 0.420 1.158 1.891
C 0.383 0.716 0.557
C -0.758 0.138 0.040
C -1.919 0.067 0.816
O -3.038 -0.247 0.091
C -1.881 0.326 2.175
C -0.690 0.880 2.668
H 1.577 2.193 3.445
H 2.008 2.637 1.809
H 2.469 1.084 2.523
H 1.285 0.898 -0.026
H -0.650 -0.131 -1.026
H -3.738 -0.612 0.616
H -2.627 0.066 2.913
H -0.610 1.157 3.722
C 2.854 -1.036 -2.952
C 1.341 -1.034 -2.570
C 0.641 -2.072 -3.484
H 3.008 -1.324 -3.992
H 3.434 -1.733 -2.350
H 3.272 -0.023 -2.938
H 1.167 -1.291 -1.534
H 0.924 -0.056 -2.790
H -0.226 -1.656 -4.004
H 1.298 -2.477 -4.255
H 0.304 -2.933 -2.902
```

=====

Density functional theory data (wB97M-V/def2-TZVPD) for 2 unconnected molecules or ions with the total composition C10H16O.

Spin multiplicity: 1
Highest occupied orbital energy (eV): -8.428
SMILES string: Cc1ccc(O)cc1.CCC
Electronic energy (hartree): -465.83105

The geometry in XYZ format:
```
27
C10H16O (wB97M-V/def2-TZVPD)
C 2.497 1.130 2.300
C 1.029 0.713 2.175
C 0.257 1.605 1.419
C -1.050 1.183 1.199
C -1.520 -0.077 1.566
O -2.788 -0.249 1.037
C -0.758 -0.896 2.387
C 0.490 -0.374 2.812
H 2.719 1.682 1.384
H 3.205 0.284 2.342
H 2.839 1.718 3.148
H 0.570 2.590 1.113
H -1.677 1.744 0.512
H -3.261 -0.982 1.425
H -0.947 -1.896 2.757
H 1.017 -1.108 3.411
C -0.757 0.254 -3.596
C -0.207 -1.148 -3.195
C 0.293 -1.155 -1.757
H -1.275 0.662 -2.710
H -1.513 0.250 -4.372
H 0.149 0.857 -3.695
H -1.069 -1.819 -3.225
H 0.432 -1.399 -4.045
H 1.057 -0.381 -1.664
H -0.578 -1.094 -1.109
H 0.848 -2.094 -1.618
```

=====

Density functional theory data (wB97M-V/def2-TZVPD) for 2 unconnected molecules or ions with the total composition C10H16O.

Spin multiplicity: 1
Highest occupied orbital energy (eV): -8.380
SMILES string: CCc1ccc(O)cc1.CC
Electronic energy (hartree): -465.81207

The geometry in XYZ format:
```
27
C10H16O (wB97M-V/def2-TZVPD)
C 0.812 2.441 0.793
C -0.363 2.341 -0.233
C -0.976 0.946 -0.378
C -1.659 0.435 0.744
C -2.299 -0.807 0.608
C -2.076 -1.553 -0.562
O -2.391 -2.901 -0.609
C -1.163 -1.134 -1.509
C -0.529 0.093 -1.369
H 1.448 1.558 0.840
H 0.326 2.792 1.730
H 1.522 3.197 0.575
H -1.215 2.907 0.207
H 0.011 2.663 -1.254
H -1.563 0.861 1.734
H -2.652 -1.294 1.499
H -3.292 -3.018 -0.286
H -1.070 -1.785 -2.376
H 0.161 0.217 -2.172
C 3.840 0.101 1.586
C 4.543 -0.229 0.204
H 3.694 1.157 1.624
H 2.944 -0.518 1.793
H 4.540 -0.366 2.243
H 5.619 -0.112 0.242
H 4.273 -1.267 0.079
H 4.130 0.376 -0.608
```

=====

Density functional theory data (wB97M-V/def2-TZVPD) for 2 unconnected molecules or ions with the total composition C10H16O.

Spin multiplicity: 1
Highest occupied orbital energy (eV): -8.393
SMILES string: Cc1ccc(O)cc1.CCC
Electronic energy (hartree): -465.85413

The geometry in XYZ format:
```
27
C10H16O (wB97M-V/def2-TZVPD)
C 0.259 -1.375 3.276
C -0.566 -0.624 2.240
C -0.957 0.703 2.423
C -1.876 1.312 1.588
C -2.469 0.577 0.570
O -3.667 1.023 0.076
C -2.015 -0.710 0.290
C -1.013 -1.252 1.090
H -0.207 -2.333 3.377
H 0.131 -0.872 4.229
H 1.310 -1.405 3.002
H -0.540 1.314 3.202
H -2.150 2.345 1.745
H -3.881 0.537 -0.734
H -2.627 -1.255 -0.403
H -0.583 -2.207 0.805
C 2.994 0.572 -1.750
C 2.029 -0.117 -2.699
C 0.703 0.585 -2.909
H 3.933 0.021 -1.746
H 2.577 0.638 -0.744
H 3.208 1.583 -2.084
H 2.509 -0.168 -3.684
H 1.945 -1.161 -2.400
H 0.848 1.662 -2.893
H 0.115 0.225 -3.755
H -0.009 0.380 -2.111
```

=====

Density functional theory data (wB97M-V/def2-TZVPD) for 2 unconnected molecules or ions with the total composition C10H16O.

Spin multiplicity: 1
Highest occupied orbital energy (eV): -8.433
SMILES string: Cc1ccc(O)cc1.CCC
Electronic energy (hartree): -465.79884

The geometry in XYZ format:
```
27
C10H16O (wB97M-V/def2-TZVPD)
C -2.151 -0.072 1.109
C -1.501 0.508 -0.086
C -1.492 -0.227 -1.286
C -0.762 0.207 -2.441
C 0.038 1.320 -2.281
O 0.674 1.792 -3.414
C -0.064 2.173 -1.234
C -0.914 1.787 -0.209
H -2.347 -1.233 0.929
H -3.242 0.175 1.117
H -1.796 0.219 2.078
H -1.894 -1.239 -1.293
H -0.424 -0.399 -3.318
H 0.603 1.269 -4.215
H 0.513 3.078 -1.269
H -0.914 2.400 0.684
C 1.849 0.191 1.053
C 1.921 -1.436 1.024
C 0.762 -1.975 1.876
H 1.660 0.279 2.117
H 0.870 0.326 0.655
H 2.767 0.765 0.844
H 1.765 -1.655 -0.031
H 2.838 -1.673 1.548
H 0.700 -3.118 1.786
H 0.680 -1.739 2.940
H -0.139 -1.724 1.317
```

=====

How do the records compare in energy relative to the best compared isomer or geometry (same formula, charge and spin)? In the order shown, they have 140.08 20.33 89.90 83.36 31.01 41.89 53.80 27.41 62.10 kcal/mol.
How do the records compare in LUMO level? In the order shown, they have 0.141 0.834 0.850 0.698 0.880 0.838 0.894 0.836 0.855 eV.
How do the records compare in F_max? In the order shown, they have 4.29 1.41 7.11 5.18 2.12 3.14 3.04 1.46 3.90 eV/A.